DFT (ωB97M-V with the def2-TZVPD basis set) results for C16H21N5O3Os as an isolated structure.

The spin multiplicity is 5. Its total charge is +4. The LUMO energy (alpha / beta) comes out at -13.900 / -17.311 eV. The calculated total energy comes out at -32941.5105 eV. The calculation puts the HOMO energy (alpha / beta) at -20.9157 / -23.3353 eV. The HOMO-LUMO gap (alpha / beta) is 0.258 / 0.221 hartree.

Each line ends with the Löwdin charge.
Geometry (Å):
N  1.593  2.485  -0.180  0.14
C  0.956  3.458  -0.217  -0.18
C  0.521  4.799  0.068  -0.01
H  -0.573  4.863  0.000  0.10
H  0.978  5.445  -0.690  0.12
H  0.908  5.074  1.068  0.13
N  2.750  -1.757  -0.497  0.05
C  3.488  -2.319  -1.231  -0.06
C  4.709  -3.102  -1.120  0.04
H  5.475  -2.642  -1.784  0.14
H  4.444  -4.163  -1.330  0.14
H  5.025  -2.988  -0.053  0.14
N  -1.780  -2.533  -0.099  0.14
C  -2.929  -2.420  -0.253  -0.17
C  -4.339  -2.575  -0.002  0.00
H  -4.484  -3.351  0.770  0.13
H  -4.819  -2.884  -0.929  0.12
H  -4.768  -1.620  0.324  0.11
Os  0.968  -0.617  -0.561  1.56
C  0.477  -1.995  0.729  -0.22
O  0.452  -2.725  1.637  0.23
C  1.891  0.361  0.867  -0.21
O  2.460  0.692  1.832  0.23
C  1.055  0.917  -2.344  -0.07
C  -0.266  0.960  -1.912  -0.07
C  -1.003  -0.214  -1.858  -0.08
C  -0.410  -1.409  -2.252  -0.09
C  0.938  -1.480  -2.573  -0.14
C  1.698  -0.296  -2.582  -0.15
H  1.654  1.808  -2.458  0.15
H  -0.750  1.892  -1.637  0.14
H  -2.044  -0.158  -1.561  0.14
H  -0.967  -2.331  -2.289  0.14
H  1.351  -2.431  -2.879  0.16
H  2.738  -0.277  -2.869  0.16
C  -1.331  2.860  2.950  0.08
N  -1.581  1.448  2.994  0.23
C  -1.565  0.590  1.936  -0.46
N  -1.775  -0.713  2.387  0.28
O  -1.257  0.922  0.769  0.04
H  -1.641  3.355  2.026  0.13
H  -0.276  3.055  3.150  0.16
H  -1.895  3.260  3.788  0.14
H  -1.858  1.022  3.872  0.20
H  -1.954  -1.459  1.712  0.08
H  -2.266  -0.810  3.282  0.16

=====

DFT (ωB97M-V with the def2-TZVPD basis set) results for a 12-piece molecular cluster, C47H100F21N5O26S7 overall.

Its total charge is -2. The LUMO energy comes out at 2.793 eV. The calculated total energy comes out at -243960.2206 eV. The calculation puts the HOMO energy at -5.6100 eV. The HOMO-LUMO gap is 0.309 hartree.

Each line ends with the Löwdin charge.
Geometry (Å):
C  1.035  6.752  -0.843  -0.01
C  2.418  6.968  -1.485  -0.16
N  3.277  5.768  -1.574  -0.28
C  4.603  6.152  -2.234  0.03
C  3.573  5.230  -0.216  -0.16
C  4.817  4.390  -0.078  -0.05
C  2.609  4.716  -2.379  -0.08
C  2.040  5.155  -3.768  -0.17
O  2.973  5.957  -4.489  -0.26
C  3.509  5.329  -5.785  0.00
H  0.524  5.949  -1.361  0.06
H  0.485  7.631  -1.105  0.08
H  0.967  6.601  0.216  0.08
H  3.086  7.750  -1.093  0.13
H  2.337  7.244  -2.542  0.12
H  5.080  5.190  -2.391  0.06
H  5.198  6.804  -1.539  0.13
H  4.425  6.648  -3.165  0.09
H  2.699  4.694  0.137  0.10
H  3.655  6.153  0.383  0.15
H  4.901  3.681  -0.893  0.06
H  4.833  3.936  0.909  0.06
H  5.756  4.976  -0.185  0.09
H  1.949  4.097  -1.772  0.13
H  3.413  4.043  -2.603  0.09
H  1.138  5.737  -3.691  0.10
H  1.805  4.268  -4.401  0.14
H  4.089  4.513  -5.419  0.04
H  4.059  6.104  -6.351  0.09
H  2.647  5.087  -6.434  0.09
C  -4.784  -3.505  3.050  -0.05
C  -4.163  -3.989  4.302  -0.18
N  -3.015  -4.921  4.063  -0.23
C  -1.949  -4.183  3.288  0.03
C  -2.405  -5.313  5.450  -0.12
C  -1.255  -6.325  5.284  -0.04
C  -3.488  -6.098  3.286  -0.11
C  -2.939  -6.375  1.897  -0.20
O  -3.279  -5.366  0.960  -0.21
C  -2.302  -5.138  -0.050  -0.07
H  -4.142  -2.875  2.462  0.06
H  -5.721  -2.948  3.199  0.11
H  -5.028  -4.296  2.343  0.07
H  -4.935  -4.491  4.929  0.15
H  -3.793  -3.237  4.952  0.09
H  -1.090  -4.834  3.050  0.09
H  -1.561  -3.406  3.971  0.12
H  -2.361  -3.721  2.442  0.06
H  -3.263  -5.836  5.900  0.13
H  -2.306  -4.453  6.076  0.08
H  -0.841  -6.560  6.276  0.09
H  -0.397  -5.929  4.688  0.09
H  -1.524  -7.296  4.883  0.07
H  -4.597  -6.099  3.203  0.14
H  -3.237  -6.936  3.913  0.11
H  -3.462  -7.377  1.608  0.16
H  -1.862  -6.499  1.978  0.08
H  -2.369  -5.890  -0.841  0.09
H  -1.304  -5.073  0.364  0.06
H  -2.572  -4.177  -0.559  0.09
C  0.677  1.613  -0.560  -0.06
C  -0.525  0.704  -0.655  -0.12
N  -1.351  0.623  0.692  -0.21
C  -1.658  2.080  1.125  0.07
C  -2.657  0.022  0.310  -0.21
C  -2.590  -1.398  -0.153  -0.06
C  -0.617  -0.244  1.677  -0.08
C  -1.222  -0.324  3.062  -0.21
O  -0.772  0.784  3.800  -0.21
C  -1.051  0.553  5.194  -0.05
H  1.349  1.207  0.213  0.06
H  0.408  2.673  -0.393  0.07
H  1.157  1.378  -1.513  0.08
H  -0.287  -0.338  -0.888  0.10
H  -1.243  1.013  -1.345  0.09
H  -2.338  2.504  0.371  0.09
H  -0.671  2.567  1.264  0.09
H  -2.085  2.074  2.150  0.11
H  -3.123  0.743  -0.369  0.10
H  -3.310  0.103  1.218  0.13
H  -2.313  -2.101  0.676  0.08
H  -1.986  -1.562  -1.046  0.07
H  -3.621  -1.687  -0.413  0.09
H  0.360  0.201  1.840  0.11
H  -0.489  -1.193  1.220  0.12
H  -0.835  -1.264  3.489  0.11
H  -2.310  -0.340  3.006  0.12
H  -0.634  1.434  5.653  0.08
H  -0.624  -0.358  5.583  0.08
H  -2.172  0.601  5.264  0.11
C  7.493  -0.134  0.008  -0.06
C  6.179  -0.748  -0.438  -0.16
N  4.954  -0.579  0.449  -0.27
C  4.658  0.839  0.741  0.02
C  3.806  -1.144  -0.388  -0.13
C  3.909  -2.616  -0.902  -0.04
C  5.158  -1.366  1.626  -0.12
C  4.318  -1.132  2.864  -0.23
O  3.006  -1.530  2.722  -0.18
C  2.232  -1.305  3.956  -0.03
H  7.505  0.188  1.065  0.08
H  7.662  0.767  -0.606  0.08
H  8.417  -0.711  -0.089  0.08
H  6.268  -1.825  -0.372  0.11
H  5.957  -0.476  -1.502  0.13
H  3.723  0.949  1.259  0.07
H  4.569  1.371  -0.225  0.11
H  5.499  1.305  1.247  0.11
H  3.762  -0.545  -1.288  0.11
H  2.835  -0.965  0.153  0.14
H  4.194  -3.374  -0.179  0.06
H  4.525  -2.718  -1.851  0.11
H  2.932  -2.794  -1.296  0.05
H  6.214  -1.182  1.913  0.14
H  5.015  -2.391  1.291  0.12
H  4.351  -0.068  3.176  0.14
H  4.848  -1.758  3.610  0.14
H  1.351  -1.867  3.899  0.05
H  1.928  -0.264  4.003  0.07
H  2.823  -1.558  4.880  0.12
C  -5.204  0.902  -2.146  -0.07
C  -4.613  1.093  -3.504  -0.16
N  -4.440  -0.115  -4.424  -0.26
C  -5.538  -1.054  -4.094  -0.02
C  -4.638  0.309  -5.918  -0.13
C  -3.544  1.212  -6.365  -0.06
C  -3.083  -0.729  -4.240  -0.08
C  -2.788  -1.860  -5.198  -0.19
O  -2.680  -1.470  -6.569  -0.23
C  -1.734  -2.292  -7.252  -0.06
H  -5.012  1.870  -1.679  0.09
H  -4.803  0.116  -1.476  0.07
H  -6.261  0.731  -2.077  0.08
H  -3.629  1.527  -3.438  0.07
H  -5.245  1.798  -4.064  0.15
H  -6.498  -0.531  -4.277  0.12
H  -5.401  -1.295  -3.001  0.11
H  -5.548  -2.022  -4.650  0.11
H  -5.562  0.828  -5.971  0.12
H  -4.662  -0.666  -6.354  0.11
H  -3.397  2.196  -5.893  0.08
H  -3.776  1.421  -7.373  0.07
H  -2.528  0.770  -6.482  0.10
H  -2.988  -1.135  -3.213  0.15
H  -2.449  0.132  -4.393  0.12
H  -3.448  -2.744  -5.084  0.14
H  -1.791  -2.135  -4.830  0.09
H  -0.713  -2.141  -6.886  0.09
H  -1.802  -1.973  -8.267  0.08
H  -1.953  -3.363  -7.138  0.10
C  1.648  3.631  4.336  -0.63
F  2.182  2.759  5.227  0.10
F  0.309  3.539  4.399  0.12
F  2.026  4.853  4.792  0.11
S  2.161  3.169  2.651  0.47
O  3.579  3.427  2.612  -0.31
O  1.824  1.768  2.442  -0.32
O  1.301  4.060  1.895  -0.32
C  -2.790  5.582  -2.781  -0.60
F  -2.115  6.338  -3.578  0.15
F  -2.818  6.156  -1.554  0.10
F  -4.131  5.636  -3.222  0.04
S  -2.164  3.748  -2.673  0.41
O  -0.745  3.940  -2.381  -0.31
O  -2.904  3.297  -1.561  -0.29
O  -2.486  3.217  -3.912  -0.28
C  2.122  -4.648  1.737  -0.65
F  1.678  -3.810  0.803  0.12
F  3.471  -4.536  1.696  0.08
F  1.744  -4.132  2.921  0.10
S  1.631  -6.431  1.496  0.47
O  2.320  -6.701  0.237  -0.32
O  2.191  -7.107  2.630  -0.31
O  0.192  -6.258  1.550  -0.35
C  6.913  2.207  -5.062  -0.71
F  8.137  1.832  -4.777  0.13
F  7.031  3.173  -5.943  0.14
F  6.314  1.175  -5.679  0.12
S  6.022  2.686  -3.469  0.52
O  6.116  1.438  -2.713  -0.33
O  6.849  3.759  -2.857  -0.34
O  4.747  3.122  -4.014  -0.33
C  2.065  -2.123  -4.523  -0.59
F  3.143  -1.321  -4.736  0.10
F  1.698  -2.515  -5.785  0.07
F  2.487  -3.248  -3.893  0.10
S  0.717  -1.290  -3.571  0.41
O  -0.280  -2.296  -3.305  -0.31
O  1.483  -0.947  -2.432  -0.29
O  0.252  -0.260  -4.450  -0.29
C  -5.879  1.085  3.669  -0.61
F  -4.672  1.589  3.301  0.08
F  -5.594  -0.090  4.412  0.02
F  -6.421  1.826  4.617  0.13
S  -6.942  0.685  2.243  0.41
O  -5.946  0.169  1.328  -0.35
O  -7.861  -0.263  2.783  -0.31
O  -7.475  1.996  1.944  -0.32
C  -1.725  -2.203  8.731  -0.61
F  -1.196  -2.306  9.920  0.14
F  -2.065  -0.903  8.470  0.08
F  -0.692  -2.497  7.822  0.03
S  -3.178  -3.376  8.510  0.49
O  -4.019  -3.060  9.626  -0.31
O  -3.629  -3.089  7.156  -0.34
O  -2.421  -4.645  8.762  -0.37

=====

DFT (ωB97M-V with the def2-TZVPD basis set) results for an isolated ion of composition C11H11N2 and charge +1.

Its total charge is +1. The LUMO energy (alpha / beta) comes out at -5.115 / -5.115 eV. The SMILES is C#[N+]/C(=C\C=C\C)c1ccccn1. The calculated total energy comes out at -14554.5962 eV. The calculation puts the HOMO energy (alpha / beta) at -11.7878 / -11.7880 eV. The HOMO-LUMO gap (alpha / beta) is 0.245 / 0.245 hartree. The energy above the lowest of the compared OMol25 structures with the same formula, charge and spin comes out at 473.0 kJ/mol.

Each line ends with the Löwdin charge.
Geometry (Å):
C  0.089  3.061  0.292  0.33
N  -0.222  1.970  0.050  0.15
C  -0.233  0.622  0.084  -0.18
C  0.858  -0.275  -0.047  0.07
C  2.258  0.013  -0.079  -0.11
C  3.209  -0.925  -0.170  -0.13
C  4.627  -0.625  -0.036  -0.10
C  -1.578  0.036  0.138  -0.21
C  -2.716  0.874  -0.204  0.00
C  -4.003  0.360  -0.264  -0.04
C  -4.123  -0.990  -0.003  -0.04
C  -3.005  -1.762  0.214  -0.12
N  -1.782  -1.284  0.264  0.11
H  0.424  4.098  0.367  0.15
H  0.721  -1.403  -0.058  0.15
H  2.658  0.980  -0.073  0.09
H  3.063  -2.034  -0.198  0.14
H  5.358  -1.411  -0.283  0.08
H  5.082  0.270  -0.613  0.12
H  4.730  -0.463  1.177  0.16
H  -2.556  1.908  -0.372  0.08
H  -4.642  1.022  -0.737  0.10
H  -5.156  -1.334  -0.083  0.12
H  -3.061  -2.707  0.634  0.10